The following is a DFT calculation (the ωB97M-V functional and the def2-TZVPD basis) of an isolated molecule of C5H5NO in a non-equilibrium geometry.

Structure (XYZ):
```
12
Properties=species:S:1:pos:R:3:forces:R:3
C 1.7447 -1.1746 0.3036 0.44 0.02 0.37
C 0.9799 -0.3705 0.8016 0.13 -1.00 -1.03
C -0.3211 -0.3030 -0.0012 -0.42 0.25 -0.02
C -1.3716 -0.9838 0.7507 -0.98 -0.29 0.56
N -2.1877 -1.5510 1.3401 0.67 0.52 -0.53
C -0.6153 1.1455 -0.3605 -0.48 0.08 0.11
O 0.4912 1.7191 -1.0064 0.11 0.08 0.17
H 2.2027 -1.9090 -0.3102 0.82 -0.19 0.30
H -0.1973 -0.8523 -0.9475 -0.14 0.19 0.30
H -0.8908 1.6706 0.5602 -0.03 0.16 -0.14
H -1.4425 1.1631 -1.0703 -0.04 0.16 0.09
H 1.2180 1.7514 -0.3664 -0.09 0.01 -0.19
```
Positions in Å, forces in eV/Å.

Values from the calculation:
Relative energy (zero: lowest compared OMol25 entry of this formula, charge and spin) = 4.221 eV
E = -323.364559 Ha
LUMO = -0.415 eV
Molar mass = 95.1 g/mol
Structure (SMILES) = C#C[C@@H](C#N)CO

Atomic partial charges in e from the Löwdin method, atoms 1 to 8: atom 1 (C): 0.17, atom 2 (C): -0.07, atom 3 (C): -0.35, atom 4 (C): -0.19, atom 5 (N): 0.16, atom 6 (C): -0.25, atom 7 (O): -0.05, atom 8 (H): 0.07